1.
Here is C30H28F6N5O3RuS4 as an isolated structure from the OMol25 dataset. Energies are from ωB97M-V/def2-TZVPD.

```
! RIJCOSX wB97M-V def2-TZVPD def2/J DEFGRID3
* xyz 0 6
Ru 0.184 -0.495 0.161
F -4.668 1.628 -4.824
C -3.740 0.896 -4.191
C -3.003 1.434 -3.155
F -3.216 2.704 -2.780
C -2.048 0.669 -2.510
F -1.359 1.280 -1.534
C -1.777 -0.655 -2.849
S -0.589 -1.653 -2.052
C -2.544 -1.158 -3.902
F -2.376 -2.424 -4.312
C -3.501 -0.414 -4.564
F -4.210 -0.956 -5.565
C -2.707 2.385 2.917
C -2.138 1.232 2.123
S -0.464 1.097 2.029
C -3.005 0.320 1.513
C -4.497 0.525 1.630
S -2.460 -0.980 0.584
H -1.905 3.005 3.311
H -3.317 2.039 3.757
H -3.349 3.013 2.293
H -4.792 0.891 2.615
H -5.025 -0.405 1.421
H -4.836 1.263 0.897
C 0.691 -4.511 6.961
C 0.168 -3.125 6.622
N 0.112 -2.881 5.185
C 1.165 -2.252 4.586
C 1.308 -2.049 3.257
C 2.461 -1.180 2.758
O 3.542 -1.299 3.347
O 2.139 -0.372 1.851
C 0.355 -2.641 2.370
O 0.412 -2.600 1.134
C -0.781 -3.327 3.010
C -1.782 -3.834 2.182
C -2.878 -4.422 2.740
F -3.829 -4.957 1.939
C -3.041 -4.490 4.127
C -2.044 -4.006 4.950
C -0.891 -3.420 4.401
N -4.224 -5.028 4.730
C -5.498 -4.888 4.036
C -6.614 -5.171 5.068
N -5.969 -5.131 6.423
C -5.069 -6.321 6.593
C -4.128 -6.331 5.365
H 0.701 -4.660 8.041
H 1.707 -4.636 6.589
H 0.072 -5.288 6.510
H 0.812 -2.356 7.044
H -0.822 -2.958 7.049
H 1.921 -1.862 5.257
H -1.673 -3.749 1.108
H -2.196 -4.049 6.020
H -5.613 -5.584 3.203
H -5.579 -3.875 3.646
H -7.039 -6.167 4.956
H -7.415 -4.437 5.044
H -6.632 -5.022 7.187
H -5.327 -4.327 6.389
H -5.696 -7.208 6.650
H -4.540 -6.187 7.535
H -4.419 -7.134 4.676
H -3.105 -6.515 5.683
S 1.948 1.582 -0.819
C 2.872 0.218 -0.641
N 4.185 0.269 -0.247
C 4.902 -0.819 0.090
C 4.372 -2.056 -0.083
C 3.048 -2.091 -0.561
N 2.339 -1.028 -0.827
H 4.533 1.194 -0.042
H 5.887 -0.639 0.494
H 4.917 -2.945 0.185
H 2.536 -3.038 -0.703
*
```

Computed properties:
Energy, eV: -107381.49673
Energy above the lowest of the compared OMol25 structures with the same formula, charge and spin, eV: 0.478
HOMO (alpha / beta), eV: -5.370 / -5.699
HOMO-LUMO gap (alpha / beta), eV: 3.7 / 4.0

Mulliken atomic charge list, values in e, 2 entries:
1 Ru 0.93
2 F -0.32

***

2.
Here is C30H28N4O6Re as an isolated structure from the OMol25 dataset. Energies are from ωB97M-V/def2-TZVPD.

```
! RIJCOSX wB97M-V def2-TZVPD def2/J DEFGRID3
* xyz 2 2
Re 0.349 -0.236 -0.694
N -1.324 -1.305 9.392
C -1.231 -1.219 8.256
C -1.097 -1.090 6.852
C -1.025 -2.228 6.045
C -0.842 -2.086 4.684
C -0.726 -0.814 4.110
C -0.829 0.316 4.929
C -1.020 0.185 6.289
C -0.426 -0.657 2.685
C -1.098 0.342 1.958
C -2.178 1.131 2.402
C -2.355 2.142 1.469
C -1.411 1.925 0.465
N -0.671 0.837 0.717
C 0.623 -1.424 2.159
C 1.551 -2.224 2.875
C 2.435 -2.746 1.948
C 2.042 -2.248 0.705
N 0.968 -1.449 0.813
H -1.106 -3.208 6.491
H -0.821 -2.960 4.052
H -0.708 1.298 4.498
H -1.096 1.061 6.917
H -2.776 0.961 3.275
H -3.078 2.934 1.510
H -1.252 2.531 -0.408
H 1.587 -2.357 3.938
H 3.267 -3.396 2.135
H 2.510 -2.429 -0.246
O -1.582 -0.982 -1.142
C -2.441 -0.447 -1.876
C -2.298 0.697 -2.709
C -3.390 1.113 -3.496
C -3.276 2.204 -4.322
C -2.102 2.975 -4.376
C -1.021 2.597 -3.631
C -1.064 1.448 -2.796
O -0.015 1.133 -2.135
N -4.406 2.565 -5.181
O -4.264 3.536 -5.876
O -5.368 1.844 -5.120
H -3.428 -0.929 -1.874
H -4.329 0.574 -3.467
H -2.076 3.851 -5.010
H -0.102 3.162 -3.653
C 0.200 -2.288 -4.192
C 1.012 -2.555 -2.973
C 1.630 -3.907 -2.878
O 1.196 -1.711 -2.098
H 0.752 -2.594 -5.079
H -0.071 -1.237 -4.275
H -0.706 -2.897 -4.156
H 0.962 -4.669 -3.273
H 1.913 -4.155 -1.858
H 2.526 -3.929 -3.500
C 3.652 2.674 -0.233
C 4.299 1.729 -1.250
C 3.108 0.905 -1.716
O 2.327 0.710 -0.527
C 2.498 1.849 0.342
H 3.276 3.565 -0.732
H 4.347 2.986 0.540
H 5.038 1.087 -0.771
H 4.773 2.262 -2.069
H 3.376 -0.079 -2.109
H 2.513 1.453 -2.459
H 2.712 1.451 1.338
H 1.566 2.422 0.374
*
```

Computed properties:
Energy, eV: -51921.48646
Energy above the lowest of the compared OMol25 structures with the same formula, charge and spin, eV: 0.977
HOMO (alpha / beta), eV: -14.019 / -14.025
HOMO-LUMO gap (alpha / beta), eV: 5.2 / 5.7

Mulliken atomic charge list, values in e, 2 entries:
1 Re 2.01
2 N -0.41